Formula: C2H3N2O2
Source: the Open Molecules 2025 dataset
Level of theory: ωB97M-V with the def2-TZVPD basis set

Last column: natural (NBO) charge in e.
Geometry (Å):
1 C 0.491 0.635 0.722  -0.3064
2 C -1.651 -0.670 -0.221  0.3016
3 N 1.461 -0.297 0.587  -0.4018
4 N 2.440 -0.199 -0.306  0.0687
5 O 3.353 -1.095 -0.160  -0.5619
6 O -2.266 -1.604 0.198  -0.5973
7 H 0.535 1.290 -0.060  0.1015
8 H -2.297 -0.034 -0.963  0.0354
9 H 1.640 -1.088 1.327  0.3601

## Properties
F_max: 4.2 eV/A
spin multiplicity: 1
E_HOMO (alpha / beta): -0.1176 / -0.0734 Ha
net charge: -1
gap between HOMO and LUMO (alpha / beta): 7.5 / 5.9 eV
LUMO (alpha / beta): 4.343 / 3.860 eV


Formula: C47H36IN7O2PRu
Source: the Open Molecules 2025 dataset
Level of theory: ωB97M-V with the def2-TZVPD basis set

Last column: Löwdin spin population.
Geometry (Å):
1 Ru 0.158 -0.011 -0.112  0.0740
2 O -3.890 0.361 -0.693  0.0087
3 C -2.675 0.292 -0.718  0.0027
4 N -1.780 0.290 0.299  0.0135
5 C -2.036 0.597 1.615  0.0244
6 O -3.018 1.149 2.068  0.0335
7 C -0.924 0.109 2.511  0.2166
8 C -1.273 -0.568 3.641  0.0027
9 C -0.366 -1.380 4.328  0.2953
10 C 0.909 -1.575 3.752  0.0159
11 C 1.281 -0.898 2.648  0.2106
12 N 0.448 0.108 2.040  0.0799
13 C -1.948 0.236 -2.068  0.0001
14 C -2.688 0.353 -3.228  0.0002
15 C -2.022 0.432 -4.443  -0.0003
16 C -0.635 0.421 -4.445  0.0002
17 C 0.040 0.288 -3.241  0.0000
18 N -0.594 0.175 -2.073  0.0029
19 H -2.314 -0.518 3.934  -0.0041
20 H -0.664 -1.918 5.214  0.0184
21 H 1.604 -2.290 4.168  -0.0049
22 H 2.245 -1.017 2.180  0.0102
23 H -3.764 0.391 -3.141  0.0000
24 H -2.574 0.516 -5.369  0.0000
25 H -0.070 0.503 -5.362  0.0000
26 H 1.121 0.261 -3.205  -0.0001
27 C 4.251 -2.613 -2.944  -0.0003
28 C 2.869 -2.605 -2.893  0.0000
29 C 2.210 -1.765 -2.003  -0.0001
30 C 2.932 -0.918 -1.177  -0.0005
31 C 4.328 -0.936 -1.215  -0.0003
32 C 4.975 -1.779 -2.096  0.0001
33 N 2.185 -0.084 -0.256  -0.0102
34 N 2.955 0.600 0.473  -0.0331
35 C 2.390 1.486 1.413  -0.0007
36 C 3.182 2.602 1.680  -0.0035
37 C 2.739 3.631 2.488  -0.0008
38 C 1.485 3.543 3.080  -0.0033
39 C 0.716 2.402 2.901  0.0066
40 C 1.163 1.378 2.083  0.0275
41 H 4.768 -3.272 -3.627  0.0000
42 H 2.288 -3.271 -3.518  0.0000
43 H 1.134 -1.799 -1.902  -0.0001
44 H 4.887 -0.294 -0.554  -0.0001
45 H 6.056 -1.788 -2.120  0.0000
46 H 4.147 2.646 1.192  -0.0001
47 H 3.366 4.495 2.655  0.0000
48 H 1.114 4.342 3.705  0.0002
49 H -0.238 2.296 3.400  0.0024
50 N -0.021 -1.942 0.194  0.0131
51 P -0.064 -3.445 0.153  0.0023
52 C 1.233 -4.293 1.135  0.0007
53 C 0.968 -4.752 2.423  0.0002
54 C 1.990 -5.231 3.232  -0.0003
55 C 3.295 -5.254 2.763  0.0001
56 C 3.573 -4.797 1.482  -0.0003
57 C 2.550 -4.321 0.678  0.0005
58 C 0.026 -4.276 -1.486  0.0002
59 C -0.640 -3.639 -2.533  0.0000
60 C -0.653 -4.186 -3.805  0.0000
61 C 0.011 -5.381 -4.052  -0.0001
62 C 0.673 -6.027 -3.018  0.0000
63 C 0.674 -5.480 -1.742  0.0000
64 C -1.630 -4.142 0.798  0.0003
65 C -2.607 -3.244 1.202  0.0001
66 C -3.831 -3.700 1.676  0.0000
67 C -4.079 -5.062 1.748  0.0000
68 C -3.107 -5.969 1.339  0.0000
69 C -1.891 -5.510 0.862  0.0000
70 H -0.046 -4.730 2.801  0.0002
71 H 1.767 -5.586 4.229  0.0000
72 H 4.092 -5.627 3.392  0.0000
73 H 4.589 -4.810 1.108  0.0000
74 H 2.784 -3.955 -0.315  0.0000
75 H -1.154 -2.702 -2.333  0.0000
76 H -1.179 -3.683 -4.605  0.0000
77 H 0.008 -5.809 -5.045  0.0000
78 H 1.187 -6.960 -3.204  0.0000
79 H 1.196 -5.993 -0.944  0.0000
80 H -2.389 -2.185 1.127  -0.0001
81 H -4.589 -2.992 1.980  0.0000
82 H -5.031 -5.420 2.116  0.0000
83 H -3.305 -7.031 1.389  0.0000
84 H -1.140 -6.221 0.539  0.0000
85 I -2.280 5.689 0.712  0.0000
86 C -0.744 4.529 -0.064  0.0000
87 C 0.403 5.110 -0.580  -0.0001
88 C 1.398 4.277 -1.063  0.0001
89 C 1.215 2.908 -0.993  -0.0003
90 N 0.113 2.347 -0.488  -0.0003
91 C -0.856 3.146 -0.038  -0.0002
92 H 0.517 6.184 -0.600  0.0000
93 H 2.312 4.679 -1.476  0.0000
94 H 1.977 2.229 -1.351  -0.0002
95 H -1.744 2.676 0.361  -0.0001

## Properties
F_max: 2.4 eV/A
spin multiplicity: 2
E_HOMO (alpha / beta): -0.2388 / -0.2343 Ha
gap between HOMO and LUMO (alpha / beta): 5.8 / 5.6 eV
<S²>: 0.797
LUMO (alpha / beta): -0.729 / -0.780 eV


Formula: C66H55F11
Source: the Open Molecules 2025 dataset
Level of theory: ωB97M-V with the def2-TZVPD basis set

Last column: Löwdin charge in e.
Geometry (Å):
1 F 5.526 1.167 0.248  0.0254
2 C 5.290 1.090 1.609  -0.2633
3 C 6.355 0.943 2.450  -0.0339
4 C 6.082 0.829 3.792  -0.0933
5 C 4.776 0.948 4.277  -0.0792
6 C 3.749 1.141 3.362  -0.0910
7 C 3.985 1.254 2.036  -0.0435
8 H 7.422 0.927 2.115  0.1437
9 H 6.887 0.619 4.504  0.1164
10 H 4.554 1.003 5.316  0.0953
11 H 2.719 1.282 3.675  0.1167
12 H 3.327 1.556 1.213  0.1108
13 F -2.835 2.785 2.237  0.0536
14 C -4.161 2.919 2.111  -0.3014
15 C -4.955 3.159 3.212  -0.0142
16 C -6.312 3.347 3.002  -0.0844
17 C -6.882 3.318 1.733  -0.0798
18 C -6.017 3.063 0.669  -0.1009
19 C -4.671 2.779 0.837  -0.0096
20 H -4.419 3.322 4.132  0.1183
21 H -6.902 3.619 3.835  0.0908
22 H -7.921 3.598 1.511  0.1108
23 H -6.413 3.192 -0.327  0.0993
24 H -4.094 2.613 -0.089  0.1253
25 F 3.157 4.648 -4.377  0.0291
26 C 3.667 4.563 -3.102  -0.2705
27 C 4.937 4.111 -2.804  -0.0464
28 C 5.355 4.046 -1.508  -0.1065
29 C 4.550 4.438 -0.449  -0.0930
30 C 3.303 4.982 -0.741  -0.0621
31 C 2.832 5.027 -2.079  -0.0023
32 H 5.563 3.768 -3.589  0.1155
33 H 6.364 3.685 -1.353  0.1126
34 H 4.913 4.254 0.569  0.1095
35 H 2.626 5.258 0.071  0.1065
36 H 1.928 5.543 -2.403  0.0957
37 F 7.204 -2.457 1.979  0.0640
38 C 5.944 -2.743 1.601  -0.2872
39 C 4.916 -2.226 2.310  -0.0156
40 C 3.594 -2.514 1.987  -0.0955
41 C 3.322 -3.417 0.999  -0.0837
42 C 4.416 -3.990 0.324  -0.0646
43 C 5.721 -3.618 0.564  -0.0034
44 H 5.061 -1.464 3.046  0.0930
45 H 2.820 -2.031 2.581  0.1022
46 H 2.322 -3.765 0.707  0.0937
47 H 4.152 -4.719 -0.416  0.0956
48 H 6.568 -4.124 0.144  0.1163
49 F 1.735 -5.769 2.505  0.0560
50 C 1.794 -4.800 3.445  -0.3119
51 C 0.659 -4.044 3.677  -0.0170
52 C 0.714 -3.033 4.648  -0.0715
53 C 1.886 -2.784 5.369  -0.0868
54 C 2.996 -3.572 5.097  -0.0884
55 C 2.944 -4.592 4.155  -0.0363
56 H -0.194 -4.317 3.081  0.1074
57 H -0.203 -2.467 4.724  0.1033
58 H 1.815 -2.007 6.098  0.0937
59 H 3.897 -3.456 5.673  0.1051
60 H 3.851 -5.173 3.905  0.1383
61 F -7.085 -2.665 -2.736  0.0599
62 C -6.399 -2.914 -1.611  -0.3165
63 C -7.059 -2.863 -0.437  -0.0146
64 C -6.317 -3.058 0.754  -0.0811
65 C -5.006 -3.355 0.685  -0.1106
66 C -4.368 -3.508 -0.540  -0.0795
67 C -5.050 -3.281 -1.719  0.0003
68 H -8.102 -2.537 -0.420  0.1243
69 H -6.730 -2.981 1.745  0.1048
70 H -4.482 -3.480 1.613  0.1021
71 H -3.331 -3.768 -0.616  0.0846
72 H -4.530 -3.309 -2.688  0.1285
73 F -2.774 8.168 0.576  0.0789
74 C -2.144 7.109 0.078  -0.3342
75 C -2.025 5.993 0.843  -0.0034
76 C -1.249 4.922 0.355  -0.0716
77 C -0.623 4.991 -0.884  -0.1047
78 C -0.782 6.157 -1.603  -0.0902
79 C -1.554 7.215 -1.128  -0.0199
80 H -2.577 5.909 1.775  0.1208
81 H -1.158 4.048 1.016  0.0931
82 H -0.051 4.123 -1.240  0.0995
83 H -0.338 6.272 -2.603  0.1084
84 H -1.721 8.073 -1.764  0.1217
85 F 2.455 -2.229 -4.714  0.0101
86 C 2.877 -1.151 -3.958  -0.2537
87 C 2.761 0.102 -4.518  -0.0184
88 C 3.034 1.180 -3.728  -0.0872
89 C 3.447 1.046 -2.438  -0.0863
90 C 3.589 -0.228 -1.919  -0.0655
91 C 3.350 -1.379 -2.680  0.0015
92 H 2.420 0.291 -5.493  0.1060
93 H 2.941 2.198 -4.179  0.1124
94 H 3.701 1.888 -1.819  0.0835
95 H 3.852 -0.226 -0.859  0.0926
96 H 3.528 -2.392 -2.248  0.1199
97 F -0.695 -4.985 0.526  0.0201
98 C 0.116 -5.071 -0.573  -0.2810
99 C 0.719 -6.318 -0.764  -0.0212
100 C 1.621 -6.399 -1.807  -0.0886
101 C 1.793 -5.353 -2.749  -0.0728
102 C 1.033 -4.192 -2.599  -0.0756
103 C 0.160 -4.048 -1.504  -0.0126
104 H 0.620 -7.196 -0.084  0.1349
105 H 2.033 -7.368 -1.981  0.0933
106 H 2.409 -5.374 -3.655  0.1083
107 H 1.125 -3.383 -3.312  0.0860
108 H -0.561 -3.246 -1.395  0.0974
109 F -4.322 0.281 -2.269  0.0303
110 C -5.568 0.517 -2.772  -0.2806
111 C -6.663 0.525 -1.895  -0.0136
112 C -7.973 0.699 -2.444  -0.0809
113 C -8.138 0.832 -3.803  -0.0996
114 C -7.012 0.896 -4.667  -0.0509
115 C -5.718 0.770 -4.116  -0.0203
116 H -6.463 0.400 -0.850  0.1014
117 H -8.881 0.616 -1.853  0.1048
118 H -9.166 0.823 -4.176  0.1039
119 H -7.007 1.066 -5.726  0.0945
120 H -4.796 0.759 -4.681  0.1158
121 F 1.162 2.151 0.663  0.0426
122 C 0.466 1.009 0.459  -0.2623
123 C 0.967 -0.185 0.965  -0.0148
124 C 0.184 -1.332 0.844  -0.0561
125 C -1.151 -1.244 0.326  -0.0708
126 C -1.598 -0.024 -0.236  -0.0574
127 C -0.740 1.047 -0.217  -0.0235
128 H 1.940 -0.298 1.391  0.0684
129 H 0.665 -2.296 1.154  0.0931
130 H -1.749 -2.163 0.256  0.0784
131 H -2.596 -0.033 -0.691  0.0945
132 H -0.942 2.043 -0.553  0.0927

## Properties
SMILES string: Fc1ccccc1.Fc1ccccc1.Fc1ccccc1.Fc1ccccc1.Fc1ccccc1.Fc1ccccc1.Fc1ccccc1.Fc1ccccc1.Fc1ccccc1.Fc1ccccc1.Fc1ccccc1
F_max: 2.7 eV/A
spin multiplicity: 1
E_HOMO: -0.3328 Ha
gap between HOMO and LUMO: 9.6 eV
LUMO: 0.565 eV


Formula: C30H25BN12O5STi
Source: the Open Molecules 2025 dataset
Level of theory: ωB97M-V with the def2-TZVPD basis set

Last column: Löwdin spin population.
Geometry (Å):
1 Ti 0.506 0.109 0.056  1.3978
2 C -2.133 -0.537 -3.408  0.0003
3 C -1.350 -1.043 -2.383  0.0039
4 N -0.809 -0.053 -1.663  0.0088
5 N -1.225 1.101 -2.234  0.0042
6 C -2.015 0.836 -3.281  0.0026
7 B -0.630 2.488 -1.871  0.0017
8 N 0.921 2.408 -2.009  0.0030
9 C 1.797 3.164 -2.684  0.0109
10 C 3.075 2.804 -2.304  0.0020
11 C 2.888 1.793 -1.371  0.0142
12 N 1.587 1.545 -1.190  0.0100
13 N -0.880 2.842 -0.381  0.0043
14 C -1.033 4.082 0.111  0.0060
15 C -0.760 4.062 1.461  0.0016
16 C -0.406 2.745 1.717  0.0095
17 N -0.482 1.998 0.610  0.0110
18 N -1.272 3.519 -2.761  0.0000
19 C -2.546 3.993 -2.676  0.0000
20 C -2.854 4.595 -3.865  0.0000
21 C -1.698 4.419 -4.651  0.0000
22 N -0.761 3.763 -3.996  0.0000
23 H -2.700 -1.084 -4.138  0.0000
24 H -1.155 -2.073 -2.139  0.0002
25 H -2.442 1.628 -3.873  0.0002
26 H 1.445 3.890 -3.395  0.0008
27 H 4.004 3.217 -2.653  0.0000
28 H 3.629 1.251 -0.809  0.0010
29 H -1.308 4.901 -0.531  0.0005
30 H -0.800 4.883 2.154  0.0000
31 H -0.085 2.326 2.653  0.0014
32 H -3.139 3.860 -1.786  0.0000
33 H -3.770 5.093 -4.129  0.0000
34 H -1.515 4.746 -5.662  0.0000
35 O 5.909 -2.867 4.675  -0.0015
36 N 5.802 -2.490 3.532  -0.0009
37 O 6.695 -2.491 2.710  -0.0013
38 C 4.481 -1.947 3.113  -0.0114
39 C 3.644 -1.614 4.111  0.0012
40 C 2.351 -1.049 3.851  0.0057
41 C 1.442 -0.730 4.853  0.0933
42 C 0.192 -0.240 4.472  0.0084
43 C -0.072 -0.008 3.145  0.0751
44 N 0.823 -0.223 2.141  0.0654
45 C 1.984 -0.843 2.513  0.0676
46 C 2.870 -1.212 1.463  0.0418
47 N 2.424 -0.926 0.209  0.0413
48 C 3.176 -1.311 -0.829  0.0331
49 C 4.394 -1.940 -0.671  0.0171
50 C 4.896 -2.161 0.603  0.0331
51 C 4.143 -1.782 1.715  0.0166
52 H 3.954 -1.775 5.133  0.0001
53 H 1.692 -0.883 5.894  0.0048
54 H -0.570 -0.028 5.208  -0.0014
55 H -1.031 0.396 2.849  0.0040
56 H 2.783 -1.079 -1.812  0.0024
57 H 4.964 -2.239 -1.539  0.0002
58 H 5.864 -2.617 0.724  0.0012
59 N -0.294 -2.177 0.361  0.0287
60 C -1.664 -2.574 0.335  0.0796
61 C -2.050 -3.732 -0.337  -0.0047
62 C -3.384 -4.078 -0.397  0.0701
63 C -4.323 -3.233 0.197  0.0844
64 C -3.942 -2.091 0.905  0.0653
65 C -2.608 -1.754 0.951  -0.0032
66 S -6.041 -3.627 0.081  0.0224
67 O -6.827 -2.457 0.297  0.0010
68 O -5.799 -4.435 1.376  0.6541
69 O -6.282 -4.456 -1.054  0.0012
70 H 0.298 -2.852 -0.113  0.0005
71 H 0.036 -2.103 1.320  0.0061
72 H -1.304 -4.362 -0.806  -0.0017
73 H -3.716 -4.971 -0.908  0.0021
74 H -4.701 -1.471 1.362  0.0019
75 H -2.295 -0.845 1.448  0.0001

## Properties
F_max: 0.7 eV/A
spin multiplicity: 4
E_HOMO (alpha / beta): -0.3365 / -0.4325 Ha
net charge: +1
gap between HOMO and LUMO (alpha / beta): 5.0 / 6.0 eV
<S²>: 3.790
LUMO (alpha / beta): -4.106 / -5.785 eV


Look up the spin multiplicity of the fourth one.
4